ORCA calculation (ωB97M-V with the def2-TZVPD basis set) on a molecular structure, C55H61BClHfN10O3 at a distorted geometry.

```
! RIJCOSX wB97M-V def2-TZVPD def2/J DEFGRID3
* xyz 1 1
Hf 0.3335 -0.4500 -0.2674
Cl 2.2719 -2.6938 6.5901
C 2.1391 -2.1042 4.9670
C 2.9354 -1.0428 4.5472
C 2.8136 -0.5368 3.2688
C 1.8843 -1.0811 2.3794
O 1.7288 -0.6059 1.1383
C 1.1437 -2.1963 2.7806
C 0.2980 -2.9494 1.8851
N -0.0973 -2.6553 0.6964
C -0.9308 -3.6595 0.1079
C -1.7142 -4.5118 0.8430
C -2.4829 -5.5116 0.2131
C -2.4776 -5.6387 -1.1444
C -1.7417 -4.7230 -1.9318
C -1.7498 -4.7521 -3.3449
C -1.0826 -3.7865 -4.0329
C -0.4327 -2.7651 -3.3086
N -0.3820 -2.7106 -2.0009
C -0.9931 -3.7065 -1.3044
C 1.2694 -2.6974 4.0826
H 3.6549 -0.6140 5.2312
H 3.4469 0.2728 2.9556
H 0.0293 -3.9242 2.2841
H -1.8007 -4.3892 1.9129
H -3.0835 -6.1706 0.8234
H -3.0539 -6.4112 -1.6354
H -2.2956 -5.5345 -3.8567
H -1.0632 -3.7659 -5.1123
H 0.0390 -1.9564 -3.8481
H 0.6742 -3.5465 4.3893
C 2.3289 -0.5772 -5.3753
C 2.4165 -0.9855 -3.9446
C 3.3051 -1.8669 -3.3733
C 3.0270 -1.8809 -2.0071
N 1.9706 -1.0814 -1.7634
N 1.6188 -0.5170 -2.9674
B 0.5980 0.6367 -3.1506
N 1.0603 1.8200 -2.3261
N 1.4551 1.6704 -1.0226
C 1.9553 2.8642 -0.6606
C 1.8850 3.7545 -1.7393
C 1.3108 3.0643 -2.7722
C 0.9880 3.5422 -4.1459
C 2.4849 3.3245 0.6761
C 3.8910 3.9082 0.4685
C 1.5526 4.4268 1.1957
C 2.5870 2.2160 1.6935
N -0.9052 0.2874 -2.8723
N -1.4828 -0.1634 -1.6943
C -2.8008 -0.2890 -1.9343
C -3.0679 0.1018 -3.2450
C -1.8628 0.4402 -3.8090
C -1.6360 0.8725 -5.2190
C -3.9007 -0.7320 -0.9820
C -5.0670 -1.3175 -1.7916
C -4.3960 0.5041 -0.2216
C -3.4645 -1.8070 0.0025
C 3.8730 -2.5942 -0.9739
C 4.9312 -3.4442 -1.6844
C 4.6019 -1.5515 -0.1151
C 3.0313 -3.5172 -0.1000
H 3.0537 -1.1496 -5.9501
H 2.5498 0.4815 -5.5041
H 1.3395 -0.7609 -5.7942
H 4.0926 -2.3896 -3.8834
H 0.6314 0.9327 -4.2952
H 2.2093 4.7785 -1.7566
H 1.3102 4.5765 -4.2451
H -0.0846 3.5078 -4.3378
H 1.4868 2.9550 -4.9160
H 3.8992 4.7137 -0.2635
H 4.5889 3.1396 0.1332
H 4.2586 4.3127 1.4129
H 1.5739 5.3010 0.5450
H 1.8666 4.7346 2.1937
H 0.5244 4.0676 1.2534
H 3.2191 1.4198 1.3062
H 1.6157 1.7945 1.9450
H 3.0281 2.6067 2.6129
H -4.0208 0.1167 -3.7385
H -2.5945 0.8848 -5.7336
H -0.9749 0.1892 -5.7508
H -1.2006 1.8674 -5.2831
H -5.5835 -0.5673 -2.3886
H -5.7950 -1.7379 -1.0974
H -4.7261 -2.1162 -2.4517
H -4.6647 1.3136 -0.9012
H -3.6337 0.8763 0.4620
H -5.2754 0.2430 0.3687
H -3.4242 -2.7780 -0.4878
H -4.1910 -1.8796 0.8131
H -2.4956 -1.6026 0.4456
H 5.5768 -2.8421 -2.3231
H 4.4819 -4.2352 -2.2865
H 5.5620 -3.9162 -0.9311
H 5.3089 -0.9864 -0.7245
H 5.1630 -2.0567 0.6729
H 3.9117 -0.8467 0.3424
H 2.4192 -4.1909 -0.7030
H 2.3800 -2.9416 0.5429
H 3.6837 -4.1192 0.5345
O -1.9639 -1.9490 3.1333
C -1.8053 -0.8020 2.7835
N -2.3132 0.3182 3.3817
C -1.7684 1.5598 2.8331
C -1.0821 0.9349 1.6214
O -0.5229 1.4694 0.6253
N -1.0702 -0.3729 1.6620
C -0.7017 2.1503 3.7618
C 0.0956 1.3085 4.5312
C 1.0640 1.8371 5.3697
C 1.2520 3.2098 5.4418
C 0.4668 4.0503 4.6685
C -0.5055 3.5234 3.8314
C -2.8507 2.5660 2.4900
C -3.7743 2.8918 3.4799
C -4.7816 3.8050 3.2303
C -4.8682 4.4197 1.9863
C -3.9388 4.1165 1.0069
C -2.9298 3.1928 1.2555
H -2.7036 0.2571 4.3078
H -0.0337 0.2325 4.4908
H 1.6651 1.1729 5.9745
H 2.0014 3.6218 6.1040
H 0.6023 5.1219 4.7210
H -1.1194 4.1886 3.2398
H -3.7040 2.4361 4.4602
H -5.4971 4.0432 4.0045
H -5.6526 5.1369 1.7895
H -3.9939 4.5975 0.0401
H -2.2053 2.9748 0.4827
*
```

Output
Electronic energy = -93580.2322 eV
Maximum force = 1.02 eV/A
Molecular weight = 1134.9 g mol⁻¹



ORCA calculation (ωB97M-V with the def2-TZVPD basis set) on 2 unconnected molecules or ions with the total composition C4H4S at a distorted geometry.

```
! RIJCOSX wB97M-V def2-TZVPD def2/J DEFGRID3
* xyz 0 1
C -0.1575 -0.4313 1.2770
C -0.1663 -1.3022 0.3174
C 0.6446 0.8901 -0.8063
C -0.3471 0.1309 -0.1022
S 0.3720 2.1155 -1.8262
H -0.0843 -0.1589 2.3004
H -0.1557 -2.2940 -0.0591
H 1.6740 0.5899 -0.6093
H -1.7797 0.4600 -0.4917
*
```

Output
Electronic energy = -15043.2478 eV
Maximum force = 5.26 eV/A
Molecular weight = 84.1 g mol⁻¹



ORCA calculation (ωB97M-V with the def2-TZVPD basis set) on a molecular structure, C37H42BeF3N6OSe at a distorted geometry.

```
! RIJCOSX wB97M-V def2-TZVPD def2/J DEFGRID3
* xyz 1 1
Be -1.7283 0.3006 0.4414
N -1.5597 1.6560 -0.6156
H -2.2676 1.9219 -1.3316
H -0.6798 1.4553 -1.1396
H -1.4339 2.5236 -0.0850
C -5.2308 6.3498 3.3868
C -5.9065 5.0409 3.2798
C -6.1029 4.2460 4.4204
C -6.8288 3.0400 4.3184
C -7.2518 2.5582 3.0972
N -8.1110 1.3884 2.9544
C -7.9899 0.4793 1.9594
O -8.8847 -0.2456 1.5938
N -6.7216 0.3893 1.3296
C -5.4373 0.2050 1.8774
C -5.2371 -0.2172 3.1886
C -3.9206 -0.5280 3.5570
C -2.8408 -0.3304 2.6779
N -3.0821 0.0980 1.4248
C -4.3308 0.4038 1.0643
C -7.0961 3.3779 1.9494
C -6.3742 4.5614 2.0555
H -5.9409 7.1465 3.4803
H -4.6572 6.5539 2.4605
H -4.6642 6.5162 4.2208
H -5.7247 4.6429 5.3624
H -6.9830 2.4505 5.2100
H -9.0172 1.4316 3.3645
H -6.8610 -0.1330 0.4668
H -6.0415 -0.4124 3.8340
H -3.6304 -0.9579 4.4886
H -1.8142 -0.5770 2.9529
H -4.5331 0.7974 0.0421
H -7.4721 3.1191 0.9637
H -6.1974 5.1506 1.1274
C 4.9884 -1.0001 -4.1706
C 3.5436 -1.0405 -4.7493
C 2.7333 -2.3421 -4.2876
C 1.6824 -2.0585 -3.2201
N 2.3077 -1.2653 -2.1834
C 2.1045 0.0794 -2.0478
Se 0.8880 1.0076 -2.9913
N 3.0626 0.5435 -1.1788
C 3.4494 1.9150 -0.9389
C 4.7511 2.2386 -1.7005
C 4.4326 2.5265 -3.1867
C 3.8035 3.9017 -3.4171
C 3.8124 -0.5533 -0.7296
C 4.8865 -0.5955 0.1745
C 5.5208 -1.7886 0.3659
C 5.0316 -2.9213 -0.3189
C 3.9482 -2.8882 -1.2063
C 3.3392 -1.6789 -1.3760
H 5.5920 -0.0993 -4.4674
H 5.5483 -1.8550 -4.5026
H 4.9200 -1.0597 -3.0724
H 3.6564 -1.0561 -5.8473
H 3.0346 -0.1054 -4.5012
H 3.4656 -3.0949 -3.9042
H 2.3250 -2.7930 -5.2090
H 1.2618 -2.9762 -2.8387
H 0.8642 -1.4853 -3.6558
H 3.5218 2.0331 0.1629
H 2.6252 2.5316 -1.2486
H 5.4186 1.3274 -1.6889
H 5.2987 3.0892 -1.3499
H 3.8335 1.6875 -3.5637
H 5.3831 2.4425 -3.6823
H 2.7147 3.9423 -3.1903
H 3.8324 4.1955 -4.4469
H 4.2745 4.6834 -2.8199
H 5.2618 0.3555 0.6047
H 6.4144 -1.9014 0.9562
H 5.6202 -3.8387 -0.1614
H 3.6502 -3.7868 -1.7987
F 2.3340 -7.5133 1.6114
C 3.1670 -6.4576 1.6407
F 4.2072 -6.7378 0.7844
F 3.6251 -6.3291 2.8755
C 2.4103 -5.2171 1.2920
C 1.3989 -5.2823 0.3700
C 0.6669 -4.1618 0.0603
C 0.9324 -2.9778 0.7234
C 1.9834 -2.9063 1.6872
C 2.6950 -4.0556 1.9933
C 0.1263 -1.8215 0.5448
C -0.5628 -0.8352 0.4813
H 1.1687 -6.2207 -0.1507
H -0.0389 -4.1808 -0.7468
H 2.1100 -1.9393 2.1479
H 3.5270 -4.0822 2.6953
*
```

Output
Electronic energy = -123936.6022 eV
Maximum force = 2.89 eV/A
Molecular weight = 731.8 g mol⁻¹



ORCA calculation (ωB97M-V with the def2-TZVPD basis set) on a molecular structure, C12H9Cl3F6N4O6PdS2.

```
! RIJCOSX wB97M-V def2-TZVPD def2/J DEFGRID3
* xyz 0 1
Pd 0.0076 0.9547 1.7814
Cl -0.0908 6.6569 5.8342
C 0.3618 5.2885 4.8727
C -0.5798 4.3160 4.5828
C -0.1788 3.2485 3.8110
Cl -1.3314 1.9829 3.3991
C 1.1090 3.0781 3.3006
O 1.4778 2.0377 2.5722
C 2.0149 4.0992 3.6152
Cl 3.6259 3.9816 2.9932
C 1.6559 5.1861 4.3907
H -1.5954 4.3961 4.9432
H 2.3833 5.9548 4.6088
C 3.9580 0.2412 -1.9234
N 2.9054 -0.1419 -1.0103
C 2.2844 -1.4503 -0.9588
C 1.2735 -1.2819 0.1711
O 0.5950 -2.1451 0.6439
N 1.3131 0.0603 0.5494
C 2.2956 0.6653 -0.1362
N 2.6185 1.9388 0.0329
H 4.4449 -0.6605 -2.2866
H 4.7147 0.8377 -1.4115
H 3.5720 0.7980 -2.7799
H 3.0006 -2.2334 -0.7087
H 1.7675 -1.7093 -1.8850
H 2.2922 2.3962 0.8820
H 3.3693 2.3480 -0.4920
F -3.9641 1.9790 -0.9982
C -2.9243 1.9440 -0.1824
F -2.1632 3.0189 -0.4043
F -3.3450 1.9911 1.0764
S -1.8862 0.4083 -0.5021
O -1.5050 -0.0354 0.8720
O -0.7892 0.8676 -1.2988
N -2.7596 -0.6105 -1.2508
S -4.0158 -1.3368 -0.5527
O -4.9058 -1.7775 -1.5727
O -4.4962 -0.5970 0.5773
C -3.2662 -2.9110 0.1364
F -2.0671 -3.1418 -0.3861
F -3.1545 -2.8254 1.4578
F -4.0616 -3.9365 -0.1572
*
```

Output
Electronic energy = -109857.8401 eV
Maximum force = 0.48 eV/A
Molecular weight = 696.1 g mol⁻¹



ORCA calculation (ωB97M-V with the def2-TZVPD basis set) on a molecular structure, C31H25N7O9Ti at a distorted geometry.

```
! RIJCOSX wB97M-V def2-TZVPD def2/J DEFGRID3
* xyz -2 3
Ti -9.4196 10.7406 10.8420
O -12.7159 9.3588 7.7441
C -13.4940 10.4420 7.9979
C -14.5232 10.6837 7.1228
C -15.3548 11.7856 7.3089
C -15.0995 12.7025 8.3338
C -14.0494 12.4610 9.1915
C -13.2980 11.3022 9.1067
C -12.2476 11.0049 10.1201
O -11.0984 10.6625 9.5660
N -12.5081 11.0455 11.3764
N -11.3056 10.8851 12.0885
C -11.4474 10.8349 13.3182
C -10.3621 10.4381 14.1836
C -10.5434 10.5338 15.5766
C -9.6665 10.0030 16.4627
C -8.5584 9.2940 15.8908
C -8.3804 9.1542 14.5588
C -9.3073 9.6641 13.6039
O -9.2080 9.3880 12.3616
H -11.8661 9.4508 8.2328
H -14.7047 10.0152 6.3321
H -16.2001 11.9676 6.6747
H -15.6598 13.6136 8.4091
H -13.7616 13.1222 10.0220
H -12.4313 10.8434 13.7485
H -11.3291 11.1497 15.9654
H -9.6925 10.1485 17.5231
H -7.8136 8.8902 16.5615
H -7.4722 8.6393 14.1845
O -7.7265 16.2495 14.2731
C -7.7801 15.0864 14.0004
C -8.7324 14.5037 12.9995
O -9.5765 15.1671 12.4218
C -8.3452 13.1040 12.8561
C -7.2907 12.7815 13.7776
O -6.7356 11.7029 13.9585
C -6.9266 14.0006 14.5092
O -6.0016 14.1245 15.2682
O -8.9179 12.2623 12.0004
N -9.7382 12.6114 7.9990
C -9.2409 11.3205 7.6277
C -9.4054 10.8956 6.3540
C -9.1261 9.5463 5.9634
C -8.6367 8.6928 6.9914
C -8.4637 9.2011 8.2492
N -8.7886 10.4989 8.6704
C -8.9155 13.6008 8.5476
C -9.4301 14.6254 9.3916
C -8.6066 15.6825 9.7593
C -7.2965 15.7079 9.3036
C -6.8479 14.5699 8.5949
N -7.6135 13.5718 8.2290
H -10.6103 12.5204 8.4887
H -9.7351 11.5667 5.6365
H -9.2038 9.2180 4.9409
H -8.3262 7.7018 6.8359
H -8.0353 8.5646 9.0461
H -10.4548 14.5733 9.7919
H -8.9600 16.4659 10.4191
H -6.6209 16.5241 9.5238
H -5.7958 14.4702 8.3462
C -5.4564 11.0299 8.7633
N -5.0909 10.8053 10.1440
C -6.0390 10.3855 11.0335
N -5.5803 9.8497 12.2546
O -7.2186 10.4613 10.7698
H -5.5463 10.1062 8.1925
H -4.6548 11.6391 8.2789
H -6.3968 11.5781 8.6856
H -4.1874 10.4584 10.3197
H -4.7891 10.3479 12.6143
H -6.3315 9.9783 12.9219
*
```

Output
Electronic energy = -84530.2530 eV
Maximum force = 3.31 eV/A
Molecular weight = 687.4 g mol⁻¹



ORCA calculation (ωB97M-V with the def2-TZVPD basis set) on a molecular structure, C33H37HgN2O9P at a distorted geometry.

```
! RIJCOSX wB97M-V def2-TZVPD def2/J DEFGRID3
* xyz 0 1
C 3.3715 -0.0740 3.9310
C 2.7635 -0.0807 2.6413
C 2.1626 -0.7027 1.2151
C 3.0236 -0.3611 -0.1595
C 4.4167 0.5124 -0.0089
C 4.1187 2.0917 0.3155
C 4.9584 2.6953 1.5940
N 6.4193 3.1287 1.4522
O 4.3026 2.8284 2.7496
C 2.4382 -0.9638 -1.5907
C 3.3140 -0.6571 -2.9458
C 2.9573 0.7547 -3.6975
C 1.9876 1.7708 -2.8525
C 2.2580 3.3226 -3.4094
C 0.9819 3.9189 -4.2526
C 1.5184 5.3414 -4.9452
C 0.2881 6.4068 -5.2040
C 1.0396 -1.8807 -1.6281
N 0.5690 -2.4477 -2.9536
C -0.3052 -1.4857 -3.7263
C -1.4490 -2.3960 -4.5379
C 0.1917 -2.2194 -0.2555
C 0.7954 -1.6062 1.1786
C -0.0924 -2.0360 2.5295
O 0.6496 -2.3026 3.6231
C -1.7270 -2.1622 2.4262
C -2.7864 -1.7218 3.6433
C -2.1875 -1.0734 5.0170
O -2.1178 -1.9827 6.1708
C -0.9209 -1.7099 7.0061
C -4.3953 -1.9284 3.4855
P -5.7805 -1.5705 4.7242
C -5.2480 -0.6838 6.3129
O -6.7962 -0.3694 3.8911
C -4.9048 -2.5668 2.0236
C -6.5358 -2.8397 1.7745
O -7.2697 -1.8707 1.2134
O -7.1968 -4.1293 2.1652
C -3.9110 -2.9777 0.7910
C -4.5239 -3.6118 -0.6302
O -4.3482 -4.9123 -0.8774
O -5.2521 -2.7661 -1.6103
C -2.2961 -2.7831 0.9803
C -1.1921 -3.1577 -0.2191
O -1.3796 -4.1112 -1.1396
H 4.0677 -0.0237 4.8981
H 4.9909 0.0387 0.9244
H 5.1643 0.3523 -0.9257
H 2.9448 2.2097 0.4440
H 4.4316 2.6968 -0.6605
H 6.8599 2.6276 0.6323
H 6.3685 4.1722 1.2545
H 3.1396 -1.5528 -3.7152
H 4.4875 -0.6726 -2.7325
H 3.9655 1.2737 -4.0166
H 2.3845 0.4792 -4.7009
H 2.2057 1.8159 -1.6997
H 0.8399 1.5066 -3.0464
H 3.2857 3.3702 -3.9775
H 2.3901 4.0197 -2.4517
H 0.0624 4.1279 -3.5303
H 0.6590 3.1210 -5.0724
H 2.2723 5.8446 -4.1689
H 2.1092 5.0449 -5.9132
H -0.5482 5.8345 -5.8129
H -0.1542 6.8343 -4.1955
H 0.7024 7.3187 -5.8471
H 1.3542 -2.8330 -3.5228
H 0.3241 -0.9396 -4.5687
H -0.7778 -0.7318 -2.9649
H -1.2749 -2.3119 -5.7122
H -2.5516 -2.0491 -4.2952
H -1.3361 -3.5306 -4.2605
H -2.7568 -0.0491 5.2463
H -1.0636 -0.7332 4.7999
H -1.2643 -1.8290 8.1422
H -0.1079 -2.5564 6.8391
H -0.5021 -0.6219 6.9044
H -4.5076 -1.3301 6.9867
H -6.2271 -0.5585 6.9844
H -4.8519 0.3961 6.1018
H -6.1806 0.3884 3.6211
Hg -2.8142 -5.7796 -2.1989
*
```

Output
Electronic energy = -69652.6430 eV
Maximum force = 9.60 eV/A
Molecular weight = 837.2 g mol⁻¹